Entry 1:
C29H41Cl3N7O4PdS2Se as an isolated structure, computed with wB97M-V/def2-TZVPD.

Geometry (Å):
Pd  -0.611  2.408  -0.582
Se  2.434  6.287  -1.313
Cl  -3.410  -4.159  -1.537
Cl  -0.943  -8.483  -2.030
Cl  0.457  -6.346  2.669
S  -3.392  2.723  -0.895
S  -4.108  -6.310  0.404
O  3.947  -0.629  2.211
O  -3.757  3.540  -2.091
O  -0.635  -3.163  1.878
O  1.888  0.307  2.155
N  4.679  4.071  -2.726
N  -0.725  0.202  -0.609
N  2.472  1.883  0.090
N  5.461  2.128  -1.678
N  3.344  2.130  -2.571
N  0.479  4.087  -0.872
N  0.591  -1.522  -0.193
C  -0.161  -0.527  0.330
C  -1.807  -3.059  1.080
C  -0.451  -7.092  -1.112
C  1.237  4.948  -1.045
C  1.348  -2.480  0.602
C  -0.317  -5.869  -1.738
C  0.045  -4.767  -0.979
C  3.086  0.185  1.832
C  0.497  -1.411  -1.568
C  -0.326  -0.352  -1.807
C  0.162  -6.115  0.971
C  -3.540  -6.248  2.022
C  5.186  3.279  0.547
C  3.604  1.203  0.780
C  -2.726  5.150  0.298
C  0.280  -4.852  0.388
C  -3.409  3.810  0.566
C  -3.963  -0.150  0.712
C  -2.617  -4.325  1.097
C  6.130  2.778  -0.549
C  -2.775  -5.152  2.250
C  -0.206  -7.233  0.242
C  0.553  -3.632  1.243
C  4.566  2.192  1.428
C  -4.949  1.010  0.763
C  -4.954  1.865  -0.495
C  4.432  2.780  -2.338
C  -3.298  -4.840  0.038
C  -3.632  6.162  -0.396
H  -4.056  -0.765  1.609
H  1.807  -1.925  1.421
H  -0.306  -8.193  0.727
H  -4.152  -0.788  -0.156
H  -2.862  3.245  1.324
H  -0.620  0.077  -2.748
H  4.107  0.612  0.015
H  -5.700  2.661  -0.450
H  2.705  2.672  -3.147
H  -2.396  5.551  1.260
H  5.757  3.942  1.205
H  -3.110  7.110  -0.532
H  -2.303  -4.927  3.195
H  1.183  -3.952  2.074
H  2.638  1.887  -0.946
H  1.065  -2.037  -2.234
H  6.740  3.606  -0.918
H  5.216  1.164  -1.520
H  -0.520  -5.771  -2.795
H  2.314  2.859  0.346
H  -0.202  -0.355  1.391
H  -5.962  0.625  0.911
H  -3.803  -7.030  2.716
H  -3.942  5.791  -1.371
H  -4.442  3.957  0.897
H  1.561  1.424  0.265
H  -1.591  -2.770  0.049
H  4.035  2.672  2.256
H  0.104  -3.805  -1.467
H  6.836  2.054  -0.139
H  5.352  1.583  1.879
H  -2.381  -2.246  1.524
H  -5.155  1.263  -1.384
H  4.420  3.922  0.097
H  2.147  -2.890  -0.018
H  -4.529  6.356  0.200
H  -2.934  0.202  0.635
H  -4.735  1.637  1.633
H  3.872  4.695  -2.673
H  5.494  4.501  -2.319
H  -1.819  4.978  -0.285

## Properties
Energy in eV: -177425.81839
Gap between HOMO and LUMO in eV: 5.756
Lowest unoccupied orbital energy in eV: 1.83
Charge: -1
F_max in hartree/bohr: 0.010
Relative energy (zero: lowest compared OMol25 entry of this formula, charge and spin) in kcal per mole: 34.0
M in g/mol: 907.57

Entry 2:
C29H41N5O9S2SiV as an isolated structure, computed with wB97M-V/def2-TZVPD.

Geometry (Å):
V  -0.173  -0.664  1.816
S  1.320  -0.032  0.621
S  0.623  1.411  4.331
Si  -0.415  -0.831  -2.425
O  -1.335  -2.087  -2.613
O  -0.255  1.686  5.420
O  1.129  -1.039  -2.620
O  -0.478  -2.449  0.550
O  0.035  -1.370  6.308
O  1.126  -3.827  -0.182
O  -1.018  0.562  -2.045
O  -1.225  -1.307  4.481
O  1.592  0.341  4.445
N  -2.144  2.399  3.045
N  3.203  6.382  2.574
N  -1.875  0.516  1.604
N  -0.265  0.903  3.028
N  0.588  -2.327  2.924
C  1.401  2.865  3.805
C  -2.948  -3.782  -3.054
C  -3.346  2.558  2.511
C  1.901  -1.736  -3.693
C  -0.963  2.749  -1.058
C  0.806  2.095  -2.707
C  0.811  -2.406  4.230
C  -3.897  1.703  1.551
C  2.615  5.223  2.993
C  -3.092  -1.542  -4.193
C  -3.576  -1.737  -1.736
C  0.549  -3.114  0.742
C  2.452  -4.100  3.841
C  1.959  -3.209  -3.344
C  0.798  4.086  4.106
C  2.602  2.812  3.106
C  -1.567  2.407  -3.475
C  -3.105  0.676  1.105
C  -1.465  1.348  2.607
C  2.148  -4.074  2.484
C  3.270  -1.092  -3.666
C  1.751  -3.292  4.726
C  1.179  -1.490  -5.005
C  1.401  5.254  3.699
C  1.179  -3.177  2.085
C  -0.659  1.998  -2.334
C  -2.788  -2.285  -2.906
C  -0.203  -1.615  5.033
C  3.203  3.981  2.702
H  1.440  1.694  -1.915
H  0.625  -3.781  -1.016
H  -0.332  2.395  -0.241
H  -4.896  1.851  1.171
H  2.882  7.257  2.950
H  2.622  -4.737  1.776
H  4.147  3.953  2.173
H  3.198  -0.029  -3.895
H  -0.762  3.809  -1.214
H  2.434  -3.757  -4.158
H  -2.333  -4.157  -3.872
H  3.199  -4.787  4.215
H  -2.919  -0.469  -4.073
H  4.155  6.362  2.254
H  -1.400  3.457  -3.714
H  -1.356  1.822  -4.372
H  0.181  -1.942  -4.993
H  1.064  3.143  -2.855
H  0.948  6.208  3.936
H  -4.139  -1.680  -4.460
H  1.017  1.569  -3.640
H  -0.128  4.103  4.663
H  -2.670  -4.292  -2.131
H  1.729  -1.944  -5.829
H  -3.907  3.415  2.867
H  0.980  -1.284  6.501
H  -4.638  -1.918  -1.894
H  1.096  -0.421  -5.208
H  -2.614  2.281  -3.201
H  -2.485  -1.922  -5.015
H  -3.278  -2.229  -0.808
H  3.913  -1.563  -4.408
H  3.727  -1.211  -2.684
H  0.953  -3.623  -3.212
H  -2.012  2.637  -0.783
H  1.916  -3.374  5.792
H  2.565  -3.366  -2.453
H  3.070  1.856  2.907
H  -3.988  -4.019  -3.274
H  -3.423  -0.660  -1.652
H  -3.427  -0.022  0.347

## Properties
Energy in eV: -111844.71322
Gap between HOMO and LUMO (alpha / beta) in eV: 5.588 / 5.635
Spin multiplicity: 2
Lowest unoccupied orbital energy (alpha / beta) in eV: -6.56 / -6.52
Charge: +2
F_max in hartree/bohr: 0.009
Relative energy (zero: lowest compared OMol25 entry of this formula, charge and spin) in kcal per mole: 22.2
M in g/mol: 746.84